Arrangement a

Entry from the Open Molecules 2025 dataset: the molecule C4H5NO3 (ωB97M-V/def2-TZVPD).

Each line ends with the natural charge from an NBO analysis.
CARTESIAN COORDINATES (ANGSTROEM)
C1 1.154 1.836 -0.753  -0.26
C2 -0.598 0.102 -0.478  0.75
C3 -0.522 -1.155 0.225  -0.09
C4 -1.580 -1.780 0.740  -0.30
O1 0.569 0.899 0.141  -0.56
N1 0.952 -1.374 0.680  0.18
O2 1.192 -1.190 1.842  -0.23
O3 -1.035 0.363 -1.568  -0.50
H1 1.677 1.307 -1.557  0.18
H2 1.845 2.469 -0.189  0.20
H3 0.385 2.493 -1.173  0.19
H4 -1.462 -2.614 1.425  0.22
H5 -2.577 -1.355 0.665  0.22

Output
**Structure (SMILES)**: C=C(N=O)C(=O)OC
**Lowest unoccupied orbital energy**: -0.3 eV
**HOMO-LUMO gap**: 9.13 eV
**Multiplicity**: 1

---

Arrangement b

Entry from the Open Molecules 2025 dataset: a 3-piece molecular cluster, C4H5NO3 overall (ωB97M-V/def2-TZVPD).

Each line ends with the natural charge from an NBO analysis.
CARTESIAN COORDINATES (ANGSTROEM)
C1 0.334 0.102 -0.045  -0.05
C2 0.000 1.469 0.315  -0.25
C3 -1.281 2.113 0.180  -0.41
C4 -0.798 -0.715 -0.074  0.78
H1 3.353 -0.626 -0.556  0.50
H2 0.967 1.692 1.507  0.23
H3 -2.311 1.901 -0.888  0.32
H4 -0.972 3.167 0.810  0.25
H5 -1.455 -2.393 0.506  0.50
N1 1.448 -0.530 -0.139  -0.04
O1 2.677 0.160 -0.274  -0.54
O2 -0.730 -1.831 0.822  -0.66
O3 -1.853 -0.560 -0.881  -0.60

Output
**Lowest unoccupied orbital energy**: -0.4 eV
**HOMO-LUMO gap**: 9.28 eV
**Multiplicity**: 1

---

Most stable to least stable, the ends of the list are arrangement a and arrangement b.

---

Arrangement a

Entry from the Open Molecules 2025 dataset: a 8-piece molecular cluster, H16O8 overall (ωB97M-V/def2-TZVPD).

Each line ends with the natural charge from an NBO analysis.
CARTESIAN COORDINATES (ANGSTROEM)
O1 0.391 -0.169 -0.176  -0.96
H1 0.620 0.191 0.679  0.48
H2 0.457 0.560 -0.752  0.48
O2 -0.580 0.002 -3.394  -0.93
H3 -0.322 0.934 -3.381  0.46
H4 0.055 -0.380 -3.951  0.48
O3 1.101 -2.654 2.319  -0.95
H5 0.494 -2.720 1.628  0.45
H6 1.481 -1.753 2.204  0.49
O4 0.518 2.512 -1.396  -0.94
H7 0.802 2.881 -2.242  0.48
H8 -0.391 2.347 -1.479  0.47
O5 -0.990 -2.554 -2.176  -0.96
H9 -0.652 -1.690 -2.360  0.48
H10 -0.756 -2.836 -1.326  0.47
O6 -2.306 -0.650 0.864  -0.97
H11 -3.006 -0.662 0.173  0.47
H12 -1.453 -0.837 0.461  0.49
O7 -0.076 1.724 2.185  -0.97
H13 -0.548 2.110 1.400  0.50
H14 -0.103 2.370 2.897  0.49
O8 1.888 0.056 2.716  -0.96
H15 0.989 0.442 2.641  0.49
H16 2.396 0.785 2.458  0.47

Output
**Structure (SMILES)**: O.O.O.O.O.O.O.O
**Lowest unoccupied orbital energy**: -0.4 eV
**HOMO-LUMO gap**: 10.05 eV
**Multiplicity**: 1

---

Arrangement b

Entry from the Open Molecules 2025 dataset: a 8-piece molecular cluster, H16O8 overall (ωB97M-V/def2-TZVPD).

Each line ends with the natural charge from an NBO analysis.
CARTESIAN COORDINATES (ANGSTROEM)
O1 0.592 0.979 -0.321  -0.83
H1 -0.253 0.515 -0.625  0.54
H2 0.762 0.727 0.639  0.56
H3 0.273 1.993 -0.247  0.53
O2 -1.255 -0.601 -1.358  -1.25
H4 -0.944 -0.377 -2.218  0.46
O3 0.920 -0.193 2.117  -1.00
H5 -0.136 -0.237 2.375  0.52
H6 1.440 -0.664 2.816  0.51
O4 -0.452 3.428 0.118  -0.91
H7 -1.131 3.350 -0.571  0.51
H8 -0.685 3.711 0.856  0.47
O5 3.435 0.227 0.190  -0.95
H9 3.436 0.975 0.753  0.46
H10 4.347 0.200 -0.366  0.48
O6 -2.554 0.514 0.659  -1.05
H11 -2.037 0.002 -0.057  0.53
H12 -3.365 1.129 0.399  0.48
O7 -1.323 -2.493 0.581  -0.97
H13 -0.684 -3.174 0.148  0.45
H14 -1.163 -1.818 -0.118  0.49
O8 0.570 -2.650 -2.044  -0.99
H15 -0.116 -2.006 -1.802  0.50
H16 0.320 -3.536 -1.917  0.46

Output
**Lowest unoccupied orbital energy**: -0.1 eV
**HOMO-LUMO gap**: 9.38 eV
**Multiplicity**: 1

---

Arrangement c

Entry from the Open Molecules 2025 dataset: a 8-piece molecular cluster, H16O8 overall (ωB97M-V/def2-TZVPD).

Each line ends with the natural charge from an NBO analysis.
CARTESIAN COORDINATES (ANGSTROEM)
O1 -0.978 0.005 0.047  -0.98
H1 -0.722 0.512 -0.773  0.51
H2 -1.119 -0.883 -0.163  0.50
O2 -1.217 0.820 2.630  -0.96
H3 -1.376 -0.082 2.725  0.46
H4 -1.211 0.760 1.670  0.48
O3 0.000 -1.977 2.289  -0.97
H5 0.805 -2.338 2.619  0.47
H6 -0.178 -2.440 1.457  0.47
O4 0.096 0.733 -2.687  -0.96
H7 -0.031 1.662 -2.678  0.48
H8 -0.388 0.341 -3.469  0.50
O5 1.605 0.294 0.758  -0.99
H9 0.657 0.131 0.631  0.50
H10 1.777 0.830 1.519  0.49
O6 2.742 0.274 -1.667  -0.99
H11 2.254 0.340 -0.819  0.49
H12 1.987 0.596 -2.266  0.46
O7 -0.830 -2.829 -0.191  -0.96
H13 -0.175 -2.919 -0.884  0.49
H14 -0.986 -3.727 0.125  0.49
O8 -0.600 3.157 -0.103  -0.92
H15 -0.690 3.354 -1.032  0.45
H16 -1.423 3.386 0.264  0.47

Output
**Structure (SMILES)**: O.O.O.O.O.O.O.O
**Lowest unoccupied orbital energy**: -0.2 eV
**HOMO-LUMO gap**: 9.60 eV
**Multiplicity**: 1

---

Arrangement d

Entry from the Open Molecules 2025 dataset: H16O8 as an isolated structure (ωB97M-V/def2-TZVPD).

Each line ends with the natural charge from an NBO analysis.
CARTESIAN COORDINATES (ANGSTROEM)
O1 0.186 0.162 -0.078  -0.93
H1 -0.317 -0.601 -0.362  0.51
H2 -0.439 0.886 -0.104  0.48
O2 2.038 0.792 -0.537  -1.01
H3 1.159 0.574 -0.226  0.43
H4 2.536 0.975 0.260  0.45
O3 0.495 -2.301 0.096  -0.94
H5 0.208 -2.114 -0.798  0.45
H6 -0.290 -2.628 0.537  0.47
O4 -0.688 -1.277 -1.826  -1.00
H7 0.264 -1.350 -1.752  0.39
H8 -0.854 -0.334 -1.855  0.45
O5 1.158 -0.973 -1.704  -0.83
H9 1.720 -0.874 -0.935  0.54
H10 1.756 -1.222 -2.408  0.50
O6 -1.329 2.352 2.031  -0.98
H11 -1.260 1.659 1.375  0.44
H12 -1.511 3.144 1.525  0.45
O7 -1.638 1.258 0.244  -0.86
H13 -1.971 0.389 0.468  0.52
H14 -2.324 1.644 -0.302  0.52
O8 0.468 -0.428 2.163  -0.97
H15 0.571 0.115 1.381  0.46
H16 0.062 0.153 2.806  0.46

Output
**Lowest unoccupied orbital energy**: -0.4 eV
**HOMO-LUMO gap**: 9.80 eV
**Multiplicity**: 1

---

Most stable to least stable, the ends of the list are arrangement c and arrangement d.

---

Arrangement a

Entry from the Open Molecules 2025 dataset: a 8-piece molecular cluster, H16O8 overall (ωB97M-V/def2-TZVPD).

Each line ends with the natural charge from an NBO analysis.
CARTESIAN COORDINATES (ANGSTROEM)
H1 0.642 0.297 0.841  0.46
H2 0.169 -0.574 -0.323  0.48
H3 4.490 -2.734 -0.061  0.47
H4 5.161 -3.945 -0.690  0.46
H5 -1.988 -2.013 -0.419  0.49
H6 -1.860 -2.939 0.752  0.47
H7 2.286 -0.449 1.361  0.50
H8 1.966 0.985 2.158  0.46
H9 -3.321 -0.580 -2.002  0.47
H10 -2.419 0.036 -1.172  0.48
H11 0.859 4.328 -0.479  0.46
H12 2.396 4.255 -0.072  0.46
H13 -4.813 0.031 1.102  0.46
H14 -4.736 -0.883 -0.158  0.47
H15 -0.614 2.754 0.133  0.45
H16 0.084 1.423 -0.176  0.46
O1 0.945 -0.223 0.069  -0.92
O2 4.901 -3.040 -0.887  -0.93
O3 -1.358 -2.222 0.341  -0.98
O4 2.498 0.541 1.493  -0.96
O5 -2.835 -0.806 -1.255  -0.92
O6 1.677 3.904 -0.705  -0.92
O7 -4.207 -0.527 0.569  -0.94
O8 0.078 2.383 -0.422  -0.93

Output
**Structure (SMILES)**: O.O.O.O.O.O.O.O
**Lowest unoccupied orbital energy**: 0.1 eV
**HOMO-LUMO gap**: 9.83 eV
**Multiplicity**: 1

---

Arrangement b

Entry from the Open Molecules 2025 dataset: a 8-piece molecular cluster, H16O8 overall (ωB97M-V/def2-TZVPD).

Each line ends with the natural charge from an NBO analysis.
CARTESIAN COORDINATES (ANGSTROEM)
O1 0.535 -2.766 -0.541  -0.97
H1 1.032 -3.055 -1.295  0.49
H2 -0.066 -3.437 -0.307  0.49
O2 -3.016 1.119 -0.478  -0.91
H3 -2.248 1.489 -0.021  0.48
H4 -3.537 0.895 0.111  0.44
O3 0.626 2.490 -2.210  -0.97
H5 0.601 1.588 -1.877  0.50
H6 1.275 3.048 -1.701  0.47
O4 2.776 1.423 0.718  -0.94
H7 2.897 1.024 1.474  0.45
H8 2.200 0.978 0.183  0.48
O5 1.628 -2.656 1.994  -0.96
H9 2.629 -2.288 2.068  0.47
H10 1.305 -2.389 1.154  0.48
O6 -0.950 1.460 1.615  -0.93
H11 -0.476 2.382 1.709  0.51
H12 -1.525 1.370 2.198  0.46
O7 -2.486 -1.288 -1.744  -0.94
H13 -1.601 -1.501 -1.782  0.45
H14 -2.374 -0.577 -1.137  0.48
O8 0.378 0.489 -0.364  -1.01
H15 0.499 -0.536 -0.214  0.49
H16 -0.103 0.737 0.447  0.50

Output
**Structure (SMILES)**: O.O.O.O.O.O.O.O
**Lowest unoccupied orbital energy**: -0.1 eV
**HOMO-LUMO gap**: 10.52 eV
**Multiplicity**: 1

---

Most stable to least stable, the ends of the list are arrangement b and arrangement a.